Entry from the Open Molecules 2025 dataset: a molecular structure, C49H66BBr2Cl3F2IMgN3O18PS2 in a non-equilibrium geometry (ωB97M-V with the def2-TZVPD basis set).

XYZ file:
```
149
Properties=species:S:1:pos:R:3:forces:R:3:lowdin_charge:R:1
C -2.18637 0.46935 2.92234 -1.5 -0.5 -1.0 -0.069
C -1.71147 -0.68497 1.80404 -0.3 0.2 4.1 -0.283
O -1.40199 0.02527 0.59396 -1.1 -1.8 -1.6 -0.276
C -1.37971 -0.83426 -0.64350 -0.4 0.9 1.0 -0.556
Br 0.42760 -1.71551 -0.26554 -1.0 -0.2 -1.0 0.920
C -1.32513 0.31302 -1.83070 -1.7 1.2 2.3 -0.083
B 0.06068 1.14358 -1.75733 3.8 2.2 -0.4 -0.349
O 1.44488 0.70314 -2.12932 -2.7 -0.2 2.0 -0.062
C 0.08327 2.76558 -1.30247 -0.7 -0.1 -0.1 -0.154
C -0.28305 3.00921 0.27038 -1.5 0.8 -0.3 -0.131
N -1.92093 -0.06862 -3.20320 -0.8 0.3 0.8 -0.120
C -1.96986 1.14511 -4.08797 -1.8 4.6 -1.3 -0.106
C -0.89321 1.58689 -5.15631 0.8 0.7 -2.7 -0.136
C 0.66075 1.20557 -5.16373 1.1 0.6 -1.2 -0.217
O 1.42105 2.39461 -4.64858 0.9 -2.9 0.3 -0.141
C -1.19310 -1.28283 -3.65211 1.0 -4.2 0.0 -0.139
C -0.88957 -1.73042 -5.15034 -1.3 1.6 -6.5 -0.626
O -1.23671 -1.30594 -6.34767 1.5 -1.8 7.9 -0.104
I 0.39297 -3.56913 -5.29863 -0.9 1.3 0.7 0.827
C -3.42922 -0.40041 -2.94560 -4.6 0.5 1.5 -0.216
F -4.22864 0.85373 -2.64609 3.6 -3.3 -1.8 -0.142
C -4.18464 -1.08150 -4.21657 1.3 0.3 -3.0 -0.087
C -5.53132 -0.41355 -4.84785 -5.6 0.2 -2.5 -0.073
C -5.92014 1.15160 -5.10863 -0.2 -1.1 -0.9 -0.002
C -7.27587 1.74855 -5.79855 -0.6 -4.8 -0.2 -0.158
C -8.44327 0.71500 -6.34130 4.6 -1.9 2.3 -0.166
C -8.09772 -0.88581 -6.17145 1.7 2.5 0.9 -0.052
C -6.69622 -1.45884 -5.45442 -0.7 3.1 -0.3 -0.120
C -6.57979 -3.09049 -5.46471 -0.9 0.2 -0.8 -0.133
C -3.69641 -1.17855 -1.48436 0.1 1.9 1.3 -0.500
S -4.48692 0.03469 -0.20175 -0.2 0.3 0.4 0.837
P -5.30981 -2.28630 -1.51745 -3.3 -2.4 1.4 0.732
N -5.12616 -3.72081 -2.18451 -0.6 2.2 -0.4 -0.180
O -6.71636 -1.36945 -2.08483 2.0 -2.1 1.6 -0.225
O -5.72604 -2.62724 0.18272 0.6 -0.3 -2.8 -0.288
N -2.52789 -1.75427 -0.80892 0.9 0.4 -1.5 -0.162
C -2.42080 -3.14870 -0.42129 1.0 -3.7 2.5 -0.228
C -1.55844 -4.20592 -1.33682 1.0 -0.8 0.3 -0.269
C -2.37713 -5.32013 -2.18073 1.8 0.5 -2.1 -0.608
Br -3.55846 -6.53636 -1.08562 0.8 1.1 -0.8 0.523
H -2.20463 0.03138 4.01621 0.5 1.0 -2.3 0.092
H -3.32899 0.67947 2.65229 2.4 -0.2 0.6 0.072
H -1.59884 1.47562 2.81238 -0.9 -2.1 0.4 0.073
H -2.58903 -1.45399 1.78883 1.5 1.5 -0.7 0.120
H -0.80168 -1.23498 2.34334 -1.5 1.2 -1.8 0.119
H -2.10401 1.13232 -1.43234 1.5 -1.9 -0.9 0.159
H 1.96389 0.73183 -1.27227 -0.7 0.1 -1.4 0.103
H -0.76511 3.27204 -1.97064 1.6 -0.8 1.5 0.121
H 1.08177 3.30107 -1.59353 -1.8 -1.3 0.5 0.114
H -0.32001 4.18252 0.46050 0.3 -2.6 -0.2 0.094
H 0.40964 2.46889 1.04330 -1.3 1.0 -1.6 0.090
H -1.41213 2.64845 0.41372 2.6 0.6 0.0 0.081
H -2.14908 2.09582 -3.37528 0.5 -2.5 -1.2 0.168
H -2.97649 1.23127 -4.74433 2.1 -1.0 1.9 0.162
H -0.91985 2.78541 -5.21497 0.0 -2.7 0.5 0.160
H -1.27044 1.29135 -6.25705 0.7 0.3 2.7 0.132
H 1.04728 1.10052 -6.28999 -1.2 0.0 2.3 0.148
H 0.99936 0.22319 -4.63268 -0.8 1.8 -0.6 0.116
H 2.31998 1.98324 -4.40364 -1.9 1.2 -0.5 0.099
H -1.84814 -2.20917 -3.25877 1.5 1.9 -0.8 0.154
H -0.15367 -1.46569 -3.08576 -2.2 0.9 -1.1 0.135
H -3.46862 -0.90883 -5.16199 -1.1 -0.4 2.1 0.127
H -4.24960 -2.27405 -4.17874 -0.1 2.8 0.5 0.113
H -5.12167 1.96774 -4.75699 -2.0 -1.7 -0.7 0.073
H -7.47969 2.90991 -5.91290 1.7 -2.4 1.1 -0.094
H -9.46199 1.05649 -6.82206 2.0 -1.0 1.0 -0.016
H -8.91578 -1.64505 -6.59538 2.2 1.7 1.1 0.089
H -7.07377 -3.45624 -6.48731 1.1 0.8 2.2 0.088
H -5.48701 -3.51667 -5.47291 -2.2 1.0 0.3 0.077
H -7.25724 -3.57757 -4.61207 1.7 1.1 -1.7 0.089
H -3.68184 1.13424 0.02232 -0.1 -0.9 -0.7 -0.084
H -5.84516 -3.82002 -2.92480 0.6 -0.2 0.5 -0.021
H -7.55480 -1.85798 -1.78628 1.9 0.8 -0.3 0.108
H -5.92123 -3.62402 0.23500 0.6 2.0 -0.6 0.093
H -3.41279 -3.75855 -0.15548 1.7 2.1 -0.9 0.101
H -1.88091 -3.18433 0.65076 -1.1 0.2 -2.5 0.129
H -0.84265 -4.82730 -0.60614 -1.6 1.5 -1.6 0.102
H -0.78634 -3.67985 -2.08059 -1.8 -1.1 1.5 0.070
H -1.56445 -6.04721 -2.66912 -1.8 1.5 1.4 0.084
H -2.93809 -4.84617 -3.12222 0.7 -1.2 2.5 0.059
C 2.59640 5.09096 5.07039 -0.1 -0.1 0.3 -0.063
C 1.87210 4.26592 4.21033 -0.2 -0.2 0.2 -0.059
C 0.92213 3.38250 4.72548 0.2 0.2 -0.2 -0.011
C 0.70404 3.31497 6.10691 0.3 0.3 -0.5 -0.098
C 1.44564 4.12225 6.96857 0.3 0.3 -0.6 -0.094
C 2.38607 5.02091 6.44827 0.1 0.0 -0.3 0.000
C 1.25923 4.02394 8.43065 0.6 0.7 1.2 -0.275
O 1.90775 4.73526 9.18806 -0.3 -0.4 -0.6 0.103
C 0.28702 3.05051 8.96667 -0.2 -0.3 0.4 -0.075
C 0.14196 2.90591 10.35263 -0.7 -0.4 -1.2 -0.112
C -0.78480 1.99710 10.86791 -0.3 -0.2 -0.5 -0.129
C -1.57382 1.23897 10.00329 0.2 0.3 -0.5 -0.053
C -1.42745 1.37693 8.62221 0.0 -0.1 0.2 0.002
C -0.48799 2.27771 8.10323 -0.3 -0.3 0.3 -0.089
C -0.31548 2.39040 6.64142 -1.0 -1.0 -0.6 -0.281
O -1.00527 1.72112 5.88086 0.4 0.5 0.3 0.082
H 3.33022 5.78604 4.66827 -0.1 -0.1 0.1 0.105
H 2.04511 4.31151 3.13740 0.0 0.0 0.2 0.105
H 0.35673 2.74516 4.04760 0.1 0.1 0.3 0.106
H 2.95907 5.66404 7.11392 -0.2 -0.2 0.0 0.121
H 0.75186 3.49630 11.03459 -0.1 0.2 -0.5 -0.061
H -0.89211 1.88263 11.94441 0.0 0.1 -0.5 0.029
H -2.30091 0.53621 10.40438 0.1 0.1 -0.1 0.104
H -2.04348 0.77815 7.95337 0.3 0.2 0.0 0.118
O 1.62553 -0.43100 6.17360 0.7 -0.1 -1.2 -0.258
S 2.54764 -0.01923 5.13701 -0.8 1.6 0.3 0.568
O 2.09267 0.46257 3.85007 -0.3 -0.8 1.2 -0.326
O 3.63852 -1.20528 4.89526 -0.4 0.6 1.3 -0.472
C 3.16960 -2.51560 4.61454 -0.1 -1.6 -1.1 -0.245
C 2.73247 -2.64850 3.16805 -0.4 0.0 -0.1 -0.067
C 3.66852 1.17652 5.81935 0.0 0.4 0.6 -0.177
H 2.36314 -2.79726 5.29974 0.0 0.4 0.1 0.131
H 4.00428 -3.20040 4.79956 0.0 0.4 0.1 0.135
H 1.83543 -2.05253 2.97277 0.1 -0.1 0.1 0.059
H 2.50480 -3.69096 2.92702 0.1 0.2 0.0 0.061
H 3.51332 -2.28832 2.49126 0.0 -0.1 0.1 0.077
H 4.06529 0.79225 6.76080 -0.1 0.0 -0.1 0.086
H 3.11249 2.09941 5.99586 -0.2 -0.2 0.0 0.056
H 4.47227 1.35726 5.10301 -0.6 0.2 0.8 -0.057
Cl 4.94012 0.08441 3.61759 2.0 -0.7 -2.3 0.431
Mg -8.96337 3.28092 -6.98128 -0.6 0.3 -0.6 0.602
C 7.15108 -0.71874 -2.49140 0.0 -0.1 -0.5 0.029
C 6.56872 -0.76893 -3.69335 0.3 -0.1 0.3 0.026
C 5.18905 -0.28492 -3.89692 -0.2 -0.1 -0.6 -0.377
O 4.65453 -0.33232 -4.99627 0.2 0.1 0.6 0.090
C 4.47885 0.25787 -2.72185 0.1 0.2 0.4 0.024
C 5.06120 0.30805 -1.51990 -0.4 0.1 -0.3 0.035
C 6.44088 -0.17595 -1.31633 0.5 0.0 0.9 -0.375
O 6.97539 -0.12856 -0.21698 -0.4 0.0 -0.8 0.103
H 8.16200 -1.07020 -2.32473 0.0 0.0 0.0 0.118
H 7.07664 -1.16352 -4.56520 0.0 0.0 0.0 0.123
H 3.46793 0.60932 -2.88852 0.1 -0.1 0.0 0.081
H 4.55328 0.70264 -0.64805 0.1 0.0 0.1 0.122
Cl 0.81297 3.09309 12.88725 1.0 0.3 2.3 0.011
C 10.50298 2.43178 -3.15378 -0.1 0.2 0.0 -0.096
C 10.71346 1.24496 -2.23654 0.1 0.2 -0.2 -0.326
O 10.75881 0.04643 -2.99666 0.2 -0.3 -0.3 -0.097
H 9.57160 2.32091 -3.71873 0.1 0.0 0.2 0.075
H 10.46104 3.36343 -2.58269 0.0 0.0 -0.1 0.074
H 11.31323 2.50343 -3.88669 0.0 0.1 0.1 0.071
H 9.89051 1.16408 -1.52015 0.1 -0.2 -0.1 0.109
H 11.64925 1.34195 -1.67763 -0.1 0.1 0.1 0.108
H 11.49809 0.12489 -3.62381 -0.4 -0.1 0.3 0.087
O 2.09776 -5.28342 1.40735 -0.1 0.0 -0.1 -0.397
Cl 2.12195 -6.14075 0.23820 0.7 -0.6 0.0 0.643
O 2.45321 -7.49459 0.63816 -0.2 0.5 -0.1 -0.371
O 3.11847 -5.65553 -0.69663 -0.3 0.0 0.2 -0.384
O 0.81823 -6.12975 -0.39649 -0.1 0.1 0.0 -0.406
F -5.66288 2.40469 -3.33369 -0.5 1.1 0.3 -0.553
```
Positions in Å, forces in eV/Å.

* total charge: -1
* spin multiplicity: 1
* LUMO energy: -4.433 eV
* HOMO-LUMO gap: 0.756 eV
* calculated total energy: -321440.498 eV